Entry 1:
Below is an isolated ion of composition CH3O2 and charge -1 in a non-equilibrium geometry, with properties calculated with ωB97M-V with the def2-TZVPD basis set.

E_LUMO	0.186	hartree
highest occupied orbital energy	-2.414	eV
relative energy (zero: lowest compared OMol25 entry of this formula, charge and spin)	0.572	eV
strongest force on any atom	0.0419	hartree/bohr
SMILES string	[O-]CO

```
! RIJCOSX wB97M-V def2-TZVPD def2/J DEFGRID3
* xyz -1 1
O -1.088 -0.477 -0.341
O 0.920 0.351 0.790
C 0.028 0.104 -0.540
H 0.862 -0.517 -0.818
H 0.481 -0.143 1.511
H -0.165 1.048 -1.045
*
```

Löwdin atomic charges, in units of e: -0.288, -0.263, -0.564, 0.048, 0.006, 0.060

=====

Entry 2:
Below is C17H30F4N2PdSi2 as an isolated structure, with properties calculated with ωB97M-V with the def2-TZVPD basis set.

E_LUMO	-0.368	hartree
highest occupied orbital energy	-15.210	eV
strongest force on any atom	0.0086	hartree/bohr

```
! RIJCOSX wB97M-V def2-TZVPD def2/J DEFGRID3
* xyz 2 1
Pd -0.218 -0.618 -0.176
Si 1.588 1.640 1.023
Si 2.611 -1.045 -0.944
F -5.654 2.916 -1.540
F -4.754 1.258 0.280
F -1.876 2.175 -4.217
F -0.891 0.518 -2.389
N -2.244 -0.173 -0.174
N -0.830 -1.923 1.371
C -2.776 0.768 -0.972
C -3.791 2.569 -2.912
C -2.084 1.067 -2.191
C -1.445 -3.094 0.697
C 0.162 -2.412 2.356
C -4.498 2.323 -1.745
C 1.646 -0.214 0.493
C -0.123 2.349 0.652
C 1.889 1.645 2.860
C -2.870 -0.524 1.106
C 2.841 2.652 0.096
C -1.851 -1.112 2.064
C -4.014 1.467 -0.782
C 3.642 -2.399 -0.196
C -2.572 1.933 -3.126
C 3.595 0.116 -2.004
C 1.263 -1.803 -2.062
H -2.033 -3.660 1.425
H 4.232 -2.892 -0.974
H 4.065 -0.483 -2.789
H 2.663 2.680 -0.979
H -2.359 -1.723 2.819
H -2.091 -2.777 -0.119
H -0.329 -3.108 3.042
H 4.394 0.613 -1.451
H -0.372 2.372 -0.412
H -1.332 -0.308 2.583
H 2.780 3.679 0.468
H -0.937 1.887 1.213
H 3.036 -3.164 0.295
H -0.659 -3.734 0.306
H 1.923 2.672 3.238
H 2.845 1.177 3.108
H -3.327 0.328 1.598
H 1.104 1.119 3.413
H 4.341 -2.000 0.542
H -3.677 -1.230 0.877
H 3.863 2.310 0.270
H 0.563 -1.580 2.930
H 0.457 -2.386 -1.600
H -4.183 3.261 -3.650
H -0.078 3.396 0.972
H 2.984 0.877 -2.493
H 0.966 -2.932 1.841
H 0.835 -1.107 -2.784
H 1.797 -0.806 1.398
H 1.785 -2.562 -2.657
*
```

Löwdin atomic charge list, values in e, 8 entries: 0.925, 0.460, 0.458, 0.173, 0.171, 0.168, 0.102, 0.042

=====

Entry 3:
Below is C9H22BCsNO as an isolated structure in a non-equilibrium geometry, with properties calculated with ωB97M-V with the def2-TZVPD basis set.

E_LUMO	0.080	hartree
highest occupied orbital energy	-2.198	eV
relative energy (zero: lowest compared OMol25 entry of this formula, charge and spin)	3.846	eV
strongest force on any atom	0.2536	hartree/bohr

```
! RIJCOSX wB97M-V def2-TZVPD def2/J DEFGRID3
* xyz -1 1
Cs 27.616 -9.868 -0.723
O 26.495 -8.160 -2.284
N 25.705 -8.867 -1.290
C 25.478 -10.750 -2.787
C 24.056 -7.209 -0.401
C 25.141 -9.075 1.109
C 23.371 -9.502 -2.296
C 24.760 -9.960 -1.699
C 25.345 -8.072 -0.102
C 26.560 -7.214 0.503
C 24.454 -10.877 -0.433
C 24.127 -10.151 0.944
B 29.412 -8.493 -1.061
H 26.717 -6.340 -0.130
H 24.337 -6.266 0.067
H 22.915 -10.387 -2.740
H 23.626 -11.436 -0.868
H 24.829 -8.551 2.013
H 26.507 -11.015 -2.546
H 23.407 -8.679 -3.009
H 24.980 -11.702 -2.969
H 24.051 -6.886 -1.442
H 26.123 -9.517 1.280
H 28.985 -9.402 -1.456
H 27.437 -7.845 0.355
H 23.097 -9.795 0.958
H 29.362 -8.545 0.015
H 30.441 -8.341 -1.350
H 25.569 -10.251 -3.753
H 28.839 -7.633 -1.369
H 26.370 -6.865 1.518
H 23.058 -7.599 -0.202
H 22.580 -9.325 -1.567
H 25.302 -11.549 -0.304
H 24.255 -10.856 1.765
*
```

Löwdin atomic charge list, values in e, 8 entries: 1.981, -0.380, -0.650, -0.114, -0.025, -0.225, -0.046, -0.517

=====

Entry 4:
Below is C7H19InN2O3P as an isolated structure in a non-equilibrium geometry, with properties calculated with ωB97M-V with the def2-TZVPD basis set.

E_LUMO	0.101	hartree
highest occupied orbital energy	-4.534	eV
strongest force on any atom	0.0505	hartree/bohr

```
! RIJCOSX wB97M-V def2-TZVPD def2/J DEFGRID3
* xyz -1 1
In 1.521 0.267 -1.100
P 2.923 -0.518 0.927
O 3.425 -2.176 0.719
O 2.201 2.229 -1.546
O 4.380 0.447 1.071
N 2.099 -0.406 2.316
N -1.824 -0.750 -2.356
C 1.485 3.987 0.254
C -2.103 -1.823 -2.017
C 0.787 3.296 1.567
C -3.813 -2.407 0.442
C -3.806 -3.215 -0.849
C 1.105 3.118 -1.108
C -2.459 -3.179 -1.570
H -4.049 -4.258 -0.610
H -4.599 -2.847 -1.510
H 0.156 2.444 -0.971
H 2.926 -2.808 1.315
H 2.616 0.255 2.968
H -1.674 -3.572 -0.915
H 0.337 2.256 1.261
H 1.751 -0.770 -2.547
H -4.787 -2.487 0.933
H -3.050 -2.772 1.137
H -0.195 0.258 -0.511
H 0.874 3.920 -1.961
H 1.069 5.082 0.059
H 1.635 3.117 2.366
H -3.624 -1.345 0.251
H -2.506 -3.841 -2.443
H 4.644 0.538 2.041
H -0.091 3.965 1.956
H 2.644 3.996 0.430
*
```

Löwdin atomic charge list, values in e, 8 entries: 0.391, 0.511, -0.365, -0.474, -0.346, -0.324, 0.149, -0.232

=====

Entry 5:
Below is C46H50AsN8O9Ti as an isolated structure in a non-equilibrium geometry, with properties calculated with ωB97M-V with the def2-TZVPD basis set.

E_LUMO	0.065	hartree
highest occupied orbital energy	-2.141	eV
relative energy (zero: lowest compared OMol25 entry of this formula, charge and spin)	2.068	eV
strongest force on any atom	0.0942	hartree/bohr

```
! RIJCOSX wB97M-V def2-TZVPD def2/J DEFGRID3
* xyz -1 1
As 1.607 0.905 -1.277
Ti -0.624 -0.027 0.864
O -2.000 3.617 0.447
O -0.948 -0.279 -1.510
O -2.397 -0.397 0.883
O -2.327 -3.153 0.441
O 1.537 2.720 4.758
O -0.437 -1.983 0.498
O -1.468 3.320 -4.164
O 0.642 -0.562 2.296
O 0.859 0.736 0.234
N 0.016 1.454 3.120
N 0.160 -4.712 0.168
N -1.054 1.213 2.331
N -1.807 -1.847 3.281
N -1.247 1.527 -2.822
N -1.333 -5.662 -1.424
N -0.415 -3.509 -1.736
N -1.472 1.642 -0.482
C -1.242 0.925 -1.560
C 2.067 0.520 3.901
C -3.410 1.444 2.011
C 1.311 0.109 -3.774
C 2.950 -0.565 3.939
C -2.184 1.817 2.616
C -1.537 -5.433 1.914
C 3.140 2.057 -0.669
C -1.164 -2.925 2.550
C 1.082 -1.252 -3.817
C 4.640 2.596 1.131
C 0.692 -1.846 -5.007
C -4.205 1.746 -2.384
C 0.511 -1.073 -6.143
C -5.804 1.733 1.757
C 3.574 1.871 0.634
C -1.892 2.924 -0.545
C 3.772 2.993 -1.478
C -1.390 -2.641 1.045
C 0.888 0.464 3.043
C 4.782 -1.810 -2.030
C 4.267 0.504 5.629
C -1.632 2.809 -3.076
C 0.709 0.295 -6.088
C -0.151 -5.610 1.265
C 4.843 3.720 -0.983
C 1.109 0.891 -4.897
C -0.600 -4.596 -0.954
C -1.632 -4.337 2.982
C 2.827 -0.657 -1.228
C -3.852 3.183 -2.020
C -2.094 4.994 -1.969
C -3.466 0.297 1.154
C 2.670 -1.626 -0.251
C 5.277 3.520 0.318
C -5.863 0.609 0.943
C 3.892 -0.755 -2.119
C -4.711 -0.100 0.649
C 2.324 1.630 4.738
C 3.554 -2.690 -0.168
C -2.333 3.476 -1.914
C 4.611 -2.783 -1.057
C 4.034 -0.577 4.791
C -4.598 2.136 2.287
C 3.420 1.600 5.590
C -0.640 5.354 -1.686
H 3.428 -3.446 0.596
H 1.206 -1.850 -2.924
H -4.553 3.003 2.931
H -1.811 -6.382 2.387
H 0.788 2.547 4.124
H 0.534 -2.916 -5.051
H 1.251 1.964 -4.851
H 0.020 4.886 -2.415
H -1.672 -6.299 -0.717
H -2.371 5.344 -2.967
H -6.706 2.285 1.979
H -0.067 -6.636 0.888
H -3.769 1.042 -1.679
H -1.052 -4.639 3.861
H 3.414 3.142 -2.491
H -1.072 -3.393 -2.496
H 0.621 -5.467 2.022
H 3.058 1.155 1.265
H 1.850 -1.521 0.453
H 4.697 -1.430 4.816
H 0.202 -1.535 -7.072
H 5.342 4.447 -1.611
H -6.814 0.279 0.548
H -3.857 1.500 -3.386
H 3.586 2.452 6.233
H -2.057 -5.394 -2.079
H -4.274 3.851 -2.776
H 0.549 -3.815 0.438
H -0.360 5.017 -0.692
H 5.100 0.492 6.318
H -0.797 0.990 -3.561
H -2.179 2.575 3.400
H 4.017 0.008 -2.881
H -2.274 -5.209 1.143
H -5.286 1.618 -2.356
H 4.974 2.438 2.147
H 5.618 -1.878 -2.712
H -0.085 -2.830 2.731
H -1.698 -1.961 4.286
H 5.304 -3.610 -0.991
H -2.795 -1.809 3.052
H -0.502 6.432 -1.734
H 2.749 -1.401 3.285
H 0.544 0.905 -6.965
H -4.744 -0.982 0.024
H -4.298 3.427 -1.054
H -2.738 5.475 -1.231
H 6.113 4.088 0.700
H -0.297 -2.633 -1.199
H -2.682 -4.275 3.283
*
```

Löwdin atomic charge list, values in e, 8 entries: 1.289, 1.079, 0.074, -0.023, -0.182, 0.062, 0.051, -0.181

=====

Copy entry 3 word for word.
Below is C9H22BCsNO as an isolated structure in a non-equilibrium geometry, with properties calculated with ωB97M-V with the def2-TZVPD basis set.

E_LUMO	0.080	hartree
highest occupied orbital energy	-2.198	eV
relative energy (zero: lowest compared OMol25 entry of this formula, charge and spin)	3.846	eV
strongest force on any atom	0.2536	hartree/bohr

```
! RIJCOSX wB97M-V def2-TZVPD def2/J DEFGRID3
* xyz -1 1
Cs 27.616 -9.868 -0.723
O 26.495 -8.160 -2.284
N 25.705 -8.867 -1.290
C 25.478 -10.750 -2.787
C 24.056 -7.209 -0.401
C 25.141 -9.075 1.109
C 23.371 -9.502 -2.296
C 24.760 -9.960 -1.699
C 25.345 -8.072 -0.102
C 26.560 -7.214 0.503
C 24.454 -10.877 -0.433
C 24.127 -10.151 0.944
B 29.412 -8.493 -1.061
H 26.717 -6.340 -0.130
H 24.337 -6.266 0.067
H 22.915 -10.387 -2.740
H 23.626 -11.436 -0.868
H 24.829 -8.551 2.013
H 26.507 -11.015 -2.546
H 23.407 -8.679 -3.009
H 24.980 -11.702 -2.969
H 24.051 -6.886 -1.442
H 26.123 -9.517 1.280
H 28.985 -9.402 -1.456
H 27.437 -7.845 0.355
H 23.097 -9.795 0.958
H 29.362 -8.545 0.015
H 30.441 -8.341 -1.350
H 25.569 -10.251 -3.753
H 28.839 -7.633 -1.369
H 26.370 -6.865 1.518
H 23.058 -7.599 -0.202
H 22.580 -9.325 -1.567
H 25.302 -11.549 -0.304
H 24.255 -10.856 1.765
*
```

Löwdin atomic charge list, values in e, 8 entries: 1.981, -0.380, -0.650, -0.114, -0.025, -0.225, -0.046, -0.517